The following is a quantum chemistry calculation of the ion C9H8N5O with charge +1 in a non-equilibrium geometry, from the OMol25 dataset.

Geometry (Å):
C1 0.277 -1.051 -1.140
C2 0.616 -0.754 0.293
O1 0.536 -1.743 1.144
N1 -0.405 0.414 0.728
C3 0.278 1.634 0.518
N2 -0.445 2.744 0.380
C4 1.873 1.316 0.268
C5 2.598 2.444 0.063
N3 3.123 3.424 -0.231
C6 2.039 -0.062 0.315
C7 3.194 -0.727 0.163
C8 3.412 -2.099 0.236
N4 3.431 -3.241 0.126
C9 4.393 0.039 -0.029
N5 5.238 0.653 -0.377
H1 1.093 -1.472 -1.599
H2 0.117 -0.125 -1.697
H3 -0.628 -1.791 -1.152
H4 -0.237 -2.329 0.954
H5 -0.643 0.232 1.775
H6 -1.296 0.431 0.252
H7 -0.024 3.589 0.473
H8 -1.330 2.674 0.899

Computed properties:
M: 202.197 g/mol
energy relative to the best compared isomer or geometry (same formula, charge and spin): 0.0 kJ/mol
total charge: +1
spin multiplicity: 1
HOMO-LUMO gap (spin up / spin down): 0.2528 / 0.2534 Eh

---

The following is a quantum chemistry calculation of a structure of composition C9H8NO3 in a non-equilibrium geometry, from the OMol25 dataset.

Geometry (Å):
C1 0.571 -2.050 -0.133
C2 -2.132 0.875 1.906
C3 -1.804 -0.064 0.898
C4 -1.724 2.084 1.550
C5 -1.163 0.669 -0.078
C6 2.015 -1.156 -2.132
C7 1.755 0.054 0.359
C8 -0.478 0.155 -1.302
C9 1.139 -0.889 -0.639
N1 0.070 -3.011 0.270
O1 2.732 -0.180 -2.354
O2 1.797 -2.171 -2.704
O3 -1.097 1.974 0.336
H1 -2.699 0.618 2.796
H2 -1.977 -1.172 1.142
H3 -1.705 3.151 1.864
H4 2.125 1.081 -0.150
H5 2.590 -0.382 0.896
H6 0.850 0.213 1.202
H7 -0.890 -0.665 -1.768
H8 0.026 0.868 -1.959

Computed properties:
M: 178.167 g/mol
energy relative to the best compared isomer or geometry (same formula, charge and spin): 137.6 kJ/mol
total charge: -1
spin multiplicity: 1
HOMO-LUMO gap: 0.2854 Eh

---

The following is a quantum chemistry calculation of the molecule C9H8O2 in a non-equilibrium geometry, from the OMol25 dataset.

Geometry (Å):
C1 -3.165 -0.553 -0.632
O1 -2.089 0.350 -0.269
C2 -1.102 -0.401 0.215
O2 -1.238 -1.441 1.168
C3 -0.731 -1.837 -0.131
C4 0.725 -1.342 -0.136
C5 2.014 -1.670 -0.438
C6 2.934 -0.598 -0.342
C7 2.510 0.720 -0.045
C8 1.207 1.022 0.098
C9 0.351 -0.013 0.121
H1 -4.013 0.074 -1.247
H2 -3.655 -0.824 0.375
H3 -2.595 -1.247 -1.278
H4 -1.234 -2.686 -0.389
H5 2.494 -2.644 -0.488
H6 4.089 -0.673 -0.294
H7 3.280 1.599 -0.009
H8 0.738 2.058 0.178

Computed properties:
M: 148.161 g/mol
energy relative to the best compared isomer or geometry (same formula, charge and spin): 473.3 kJ/mol
spin multiplicity: 1
HOMO-LUMO gap: 0.3482 Eh

---

The following is a quantum chemistry calculation of a cluster of 2 separate species, C9H8O3S2 in total in a non-equilibrium geometry, from the OMol25 dataset.

Geometry (Å):
C1 -2.816 2.679 0.480
C2 -3.998 2.415 0.311
C3 -0.193 -0.442 1.184
C4 -0.078 -0.646 -1.251
C5 -1.566 -0.872 1.136
C6 -1.468 -1.025 -1.279
C7 0.531 -0.438 -0.027
C8 -2.090 -1.262 -0.074
C9 2.040 -0.182 0.028
O1 -4.379 -0.405 -0.224
O2 -4.043 -2.345 1.203
O3 -4.038 -2.624 -1.234
S1 -5.563 2.132 0.013
S2 -3.865 -1.785 -0.080
H1 -1.946 3.221 0.409
H2 0.380 -0.186 2.144
H3 0.614 -0.479 -2.125
H4 -2.015 -0.935 2.099
H5 -1.932 -1.158 -2.264
H6 2.370 0.318 1.023
H7 2.707 -1.103 -0.372
H8 2.289 0.511 -0.760

Computed properties:
M: 228.294 g/mol
energy relative to the best compared isomer or geometry (same formula, charge and spin): 74.8 kJ/mol
spin multiplicity: 3
HOMO-LUMO gap (spin up / spin down): 0.3520 / 0.1574 Eh

---

The following is a quantum chemistry calculation of the molecule C9H8OP2S2 in a non-equilibrium geometry, from the OMol25 dataset.

Geometry (Å):
C1 -0.321 -2.440 0.076
C2 1.783 2.668 0.365
C3 0.707 -3.257 -0.249
C4 3.060 2.577 -0.089
C5 0.081 -1.088 0.227
C6 1.162 1.400 0.431
C7 1.446 -0.933 -0.017
C8 1.990 0.366 0.018
C9 -0.746 0.015 0.640
O1 -0.099 1.193 0.854
P1 -2.237 0.512 -0.578
P2 -4.111 -0.122 0.223
S1 2.219 -2.430 -0.389
S2 3.547 0.962 -0.443
H1 -1.336 -2.768 0.204
H2 1.292 3.584 0.635
H3 0.692 -4.317 -0.413
H4 3.759 3.374 -0.242
H5 -2.891 1.026 -1.783
H6 -2.233 1.783 -0.017
H7 -3.535 -0.916 1.215
H8 -4.229 -1.189 -0.669

Computed properties:
M: 258.244 g/mol
spin multiplicity: 3
HOMO-LUMO gap (spin up / spin down): 0.2153 / 0.2519 Eh

---

The following is a quantum chemistry calculation of a structure of composition C9H96AlFNO39 in a non-equilibrium geometry, from the OMol25 dataset.

Geometry (Å):
C1 3.474 -1.641 1.943
C2 2.249 -1.194 0.995
C3 2.726 -1.487 -0.480
C4 0.991 -2.032 1.475
Al1 -0.698 -1.884 0.329
C5 -1.796 -0.187 0.623
N1 -1.055 1.104 0.436
C6 -1.933 -3.467 0.933
C7 -1.354 -4.027 2.283
O1 -2.029 -4.113 3.350
C8 -0.415 -2.090 -1.683
C9 0.351 -3.391 -2.131
F1 0.637 -4.270 -1.040
H1 4.446 -1.565 1.383
H2 3.353 -2.738 2.186
H3 3.482 -1.103 2.925
H4 2.139 -0.081 1.142
H5 2.748 -2.571 -0.746
H6 3.787 -1.109 -0.602
H7 2.118 -0.872 -1.203
H8 1.304 -3.118 1.540
H9 0.742 -1.669 2.523
H10 -2.607 -0.198 -0.166
H11 -2.334 -0.269 1.610
H12 -0.437 1.264 1.230
H13 -0.532 1.117 -0.437
H14 -1.802 -4.271 0.162
H15 -2.990 -3.135 1.095
H16 -0.303 -4.427 2.355
H17 -1.453 -2.129 -2.145
H18 0.087 -1.213 -2.178
H19 1.309 -3.096 -2.632
H20 -0.314 -3.954 -2.841
O2 -1.466 3.884 -1.607
H21 -1.540 3.394 -0.773
H22 -2.309 3.727 -2.045
O3 -3.164 -6.661 0.010
H23 -3.172 -6.269 0.891
H24 -2.514 -7.368 0.073
O4 -3.286 -9.695 0.763
H25 -3.800 -10.222 0.138
H26 -3.942 -9.366 1.384
O5 -1.114 7.078 -1.244
H27 -1.059 6.107 -1.260
H28 -0.526 7.357 -1.957
O6 -4.083 -0.805 -1.897
H29 -4.594 -1.332 -2.522
H30 -4.744 -0.479 -1.268
O7 -5.052 1.360 -0.355
H31 -4.739 2.228 -0.622
H32 -5.028 1.388 0.610
O8 2.042 6.364 -0.509
H33 2.557 6.688 -1.257
H34 1.186 6.795 -0.613
O9 -2.398 -0.385 4.281
H35 -2.346 -1.350 4.261
H36 -1.809 -0.106 3.568
O10 -0.673 -0.700 -4.357
H37 -0.159 -0.381 -5.107
H38 -1.526 -0.268 -4.459
O11 -0.631 2.044 4.709
H39 -1.503 1.632 4.751
H40 -0.822 2.987 4.693
O12 -0.637 -8.618 1.672
H41 -1.153 -9.145 1.049
H42 -1.292 -8.288 2.296
O13 3.724 -3.259 -3.220
H43 3.346 -3.938 -2.654
H44 4.203 -3.756 -3.886
O14 4.007 -5.981 -3.258
H45 3.626 -6.659 -2.690
H46 4.486 -6.482 -3.926
O15 6.358 -4.083 -3.847
H47 6.688 -3.217 -4.114
H48 6.352 -4.043 -2.883
O16 5.557 -3.281 3.422
H49 5.268 -4.058 3.912
H50 6.496 -3.213 3.623
O17 3.396 -8.398 -4.551
H51 2.435 -8.426 -4.474
H52 3.602 -9.101 -5.178
O18 0.832 9.167 -0.895
H53 -0.051 9.150 -0.506
H54 1.340 9.726 -0.298
O19 -3.033 3.830 4.464
H55 -3.902 3.417 4.506
H56 -3.222 4.775 4.448
O20 -1.284 6.605 1.794
H57 -0.329 6.725 1.754
H58 -1.587 6.853 0.912
O21 -5.760 -11.153 -0.226
H59 -6.272 -11.679 -0.851
H60 -6.419 -10.825 0.396
O22 -4.483 1.420 5.484
H61 -4.843 0.729 6.048
H62 -4.006 0.931 4.794
O23 7.124 -6.787 -5.789
H63 6.678 -5.986 -5.488
H64 7.758 -6.977 -5.091
O24 -1.862 -2.790 6.391
H65 -2.706 -3.241 6.489
H66 -1.524 -3.109 5.536
O25 4.802 7.352 0.514
H67 3.930 6.937 0.554
H68 4.609 8.296 0.495
O26 -6.435 0.848 3.064
H69 -7.315 0.834 3.451
H70 -5.921 1.401 3.668
O27 -5.106 -0.133 -4.510
H71 -5.985 -0.143 -4.118
H72 -4.591 0.424 -3.910
O28 -3.837 6.090 6.428
H73 -4.111 5.304 6.916
H74 -2.892 6.160 6.611
O29 6.560 9.725 0.833
H75 6.613 8.759 0.816
H76 7.148 10.002 0.121
O30 5.144 11.091 -1.591
H77 5.457 11.962 -1.856
H78 5.167 11.115 -0.627
O31 3.197 -7.815 -7.639
H79 4.033 -7.688 -8.098
H80 3.423 -7.708 -6.708
O32 -7.822 -9.837 -1.797
H81 -6.864 -9.723 -1.840
H82 -8.126 -9.591 -2.677
O33 5.565 9.529 3.810
H83 5.616 8.568 3.794
H84 6.153 9.807 3.096
O34 -3.027 6.806 -3.984
H85 -3.479 7.589 -3.652
H86 -2.372 6.609 -3.303
O35 -4.670 8.310 8.526
H87 -5.626 8.271 8.623
H88 -4.470 7.618 7.882
O36 5.801 -4.011 -7.071
H89 6.639 -3.898 -7.533
H90 6.030 -3.897 -6.144
O37 -3.020 -2.436 -4.974
H91 -3.470 -1.650 -4.644
H92 -2.362 -2.632 -4.295
O38 9.031 9.261 1.301
H93 8.581 10.044 1.634
H94 9.687 9.060 1.977
O39 -4.492 7.544 0.198
H95 -3.665 7.682 -0.278
H96 -4.248 7.644 1.125

Computed properties:
M: 888.815 g/mol
total charge: -1
spin multiplicity: 1
HOMO-LUMO gap: 0.1973 Eh